Formula: C47H31Cl5MoN10O8S2
Source: the OMol25 dataset
Level of theory: ωB97M-V with the def2-TZVPD basis set

Computed properties:
Max |F|: 0.453 eV Å⁻¹
Lowest unoccupied orbital energy (spin up / spin down): -0.496 / -0.495 eV
2S+1: 1
HOMO (spin up / spin down): -7.26 / -7.26 eV
Gap between HOMO and LUMO (spin up / spin down): 6.768 / 6.769 eV
Energy relative to the best compared isomer or geometry (same formula, charge and spin): 2.7 kcal per mole

Geometry as XYZ:
```
104
Properties=species:S:1:pos:R:3:forces:R:3:mulliken_charge:R:1
Mo -1.43805 0.08893 -1.09141 0.4 -0.1 -0.2 -2.86
O -0.44914 3.19811 1.85251 0.0 0.0 0.0 -0.15
C 0.59605 3.83094 1.25638 0.0 0.0 0.0 0.57
C 1.19157 4.93239 1.86778 0.0 0.0 0.0 -0.74
C 2.27635 5.56274 1.28769 0.0 0.0 0.0 -0.57
C 2.79270 5.09319 0.08704 0.0 0.0 0.0 -0.91
C 2.19854 4.00320 -0.52085 0.0 0.0 0.0 -0.68
C 1.09308 3.35886 0.03706 0.0 0.0 0.0 0.31
C 0.47751 2.22507 -0.70016 0.0 0.0 0.0 -0.03
O -0.76441 1.95067 -0.51342 -0.1 0.3 -0.1 -0.29
N 1.22018 1.59753 -1.56297 0.0 0.0 0.1 -0.94
N 0.45763 0.70637 -2.33285 -0.1 -0.1 0.1 1.28
C 1.11130 0.42237 -3.40562 0.0 -0.1 0.0 -0.21
S 2.71918 1.09908 -3.61247 0.0 0.0 0.0 -0.05
C 3.05608 0.22802 -5.16518 0.0 0.0 0.0 -0.60
C 1.75828 0.14232 -5.93590 0.0 0.0 0.0 -0.63
S 0.52069 -0.51394 -4.78451 -0.1 0.0 0.1 0.10
H -0.66862 3.66156 2.66810 0.0 0.0 0.0 0.36
H 0.79438 5.28716 2.81304 0.0 0.0 0.0 0.39
H 2.72261 6.41631 1.78096 0.0 0.0 0.0 0.39
H 3.64330 5.57684 -0.37250 0.0 0.0 0.0 0.42
H 2.57311 3.62807 -1.46316 0.0 0.0 0.0 0.47
H 3.45165 -0.76636 -4.95802 0.0 0.0 0.0 0.30
H 3.80573 0.80434 -5.70659 0.0 0.0 0.0 0.46
H 1.81302 -0.56288 -6.76482 0.0 0.0 0.0 0.44
H 1.44957 1.11865 -6.30864 0.0 0.0 0.0 0.32
O -5.13688 4.49837 -2.64721 0.0 0.0 0.0 -0.56
C -4.31334 4.28844 -3.66369 0.0 0.0 0.0 0.33
O -4.32224 4.97027 -4.65686 0.0 0.0 0.0 -0.62
C -3.35687 3.15528 -3.53440 0.0 0.0 0.0 0.27
C -2.47067 2.77019 -4.51635 0.0 0.0 0.0 -0.52
N -1.77408 1.72447 -4.04306 0.1 -0.1 0.0 -0.35
N -2.16642 1.38590 -2.81397 0.1 0.2 0.1 1.51
C -3.11890 2.24714 -2.49143 0.0 0.0 0.0 -0.68
C -3.76538 1.97932 -1.19739 0.0 0.0 0.0 0.84
O -4.69869 2.65464 -0.77232 0.0 0.0 0.0 -0.91
O -3.28088 0.93616 -0.62634 -0.1 -0.1 0.0 0.36
H -5.01323 3.84301 -1.90911 0.0 0.0 0.0 0.40
H -2.30846 3.17530 -5.50012 0.0 0.0 0.0 0.54
H -1.09649 1.14479 -4.52815 0.0 0.0 0.0 -0.27
C 7.65094 2.45634 2.51420 0.0 0.0 0.0 -0.95
O 6.29064 2.78571 2.31165 0.0 0.0 0.0 -0.41
C 5.37378 2.19358 3.12226 0.0 0.0 0.0 0.46
C 4.03888 2.50926 2.85726 0.0 0.0 0.0 -0.06
C 3.03111 1.95296 3.61164 0.0 0.0 0.0 0.59
C 3.34020 1.06920 4.64862 0.0 0.0 0.0 -0.23
C 4.66375 0.80326 4.94434 0.0 0.0 0.0 -0.67
C 5.68863 1.34082 4.17246 0.0 0.0 0.0 -0.59
N 2.35318 0.50932 5.53060 -0.1 0.0 0.0 -0.65
N 1.31734 -0.02511 5.11155 0.1 0.0 0.1 -0.40
C 1.09080 -0.26246 3.72113 0.0 0.0 -0.1 -0.34
C 1.98412 -0.90169 2.89435 0.0 0.0 0.0 -0.50
C 1.69545 -1.15965 1.54629 0.0 0.0 0.0 -0.78
C 0.49427 -0.73764 1.00460 0.0 0.0 0.0 0.19
O 0.11775 -0.93801 -0.23083 -0.3 0.1 0.1 0.18
C -0.44429 -0.10529 1.85815 0.0 0.0 0.0 -0.52
N -1.59629 0.27300 1.24523 0.0 0.1 0.0 1.58
C -2.53266 0.83206 1.97351 0.0 0.0 0.0 -0.55
C -2.38242 1.03881 3.35936 0.0 0.0 0.0 -1.33
C -1.21860 0.69208 3.98414 0.0 0.0 0.0 -0.83
C -0.18553 0.10261 3.22094 0.0 0.0 0.0 1.30
H 8.20737 2.98285 1.74391 0.0 0.0 0.0 0.23
H 7.81836 1.38099 2.41092 0.0 0.0 0.0 0.38
H 7.99775 2.78395 3.49790 0.0 0.0 0.0 0.37
H 3.81606 3.18926 2.04601 0.0 0.0 0.0 0.39
H 2.00094 2.19780 3.38571 0.0 0.0 0.0 0.32
H 4.89339 0.15892 5.78328 0.0 0.0 0.0 0.41
H 6.71372 1.10147 4.41338 0.0 0.0 0.0 0.40
H 2.94704 -1.20608 3.28454 0.0 0.0 0.0 0.43
H 2.41922 -1.65915 0.91648 0.0 0.0 0.0 0.54
H -3.43085 1.14294 1.46099 0.0 0.0 0.0 0.59
H -3.20344 1.48177 3.90608 0.0 0.0 0.0 0.48
H -1.07334 0.84647 5.04521 0.0 0.0 0.0 0.56
Cl 0.95167 -2.69538 -2.05328 0.1 0.0 -0.2 -0.18
C -0.56415 -2.60612 -2.90401 0.0 0.0 0.0 1.54
C -1.50478 -1.57755 -2.69424 -0.2 0.1 0.0 -0.25
C -2.67443 -1.73001 -3.47066 0.1 0.0 0.0 0.82
Cl -4.07341 -0.72292 -3.24578 0.0 0.0 0.2 -0.23
C -2.85092 -2.71738 -4.44123 0.0 0.0 0.0 0.00
Cl -4.27495 -2.78461 -5.40689 0.0 0.0 0.0 -0.20
C -1.87266 -3.68545 -4.62419 0.0 0.0 0.0 0.22
Cl -2.07767 -4.92205 -5.79987 0.0 0.0 0.0 -0.19
C -0.74119 -3.64629 -3.82558 0.0 0.0 0.0 -0.03
Cl 0.44782 -4.87672 -4.02976 0.0 0.0 0.0 -0.19
N -1.42071 -9.63254 3.26136 0.0 0.0 0.0 -0.50
C -1.67175 -8.60148 2.82195 0.0 0.0 0.0 -0.01
C -1.98621 -7.31126 2.27271 0.0 0.0 0.0 0.56
C -3.22366 -7.09552 1.67175 0.0 0.0 0.0 -0.89
C -3.52445 -5.85646 1.13744 0.0 0.0 0.0 -0.63
C -2.59137 -4.83182 1.21768 0.0 0.0 0.0 0.53
C -1.35877 -5.03489 1.82566 0.0 0.0 0.0 -0.05
C -1.05378 -6.27903 2.34517 0.0 0.0 0.0 -0.96
N -2.90105 -3.55725 0.67831 0.0 0.0 0.0 0.32
C -4.12974 -2.92406 0.67543 0.0 0.0 0.0 -0.80
C -3.93788 -1.72639 0.06886 0.0 0.0 -0.1 -1.25
N -2.61979 -1.62545 -0.31248 0.2 -0.1 0.1 1.18
C -2.02355 -2.73281 0.07155 -0.1 0.0 0.0 -0.78
H -3.94040 -7.90255 1.61350 0.0 0.0 0.0 0.45
H -4.47087 -5.69276 0.64080 0.0 0.0 0.0 0.51
H -0.65131 -4.22090 1.91526 0.0 0.0 0.0 0.57
H -0.09873 -6.44955 2.82182 0.0 0.0 0.0 0.45
H -4.99988 -3.36084 1.12977 0.0 0.0 0.0 0.55
H -4.63395 -0.92948 -0.11536 0.0 0.0 0.0 0.67
H -0.98452 -2.96370 -0.09264 0.0 0.0 0.0 0.70
```
Positions in Å, forces in eV/Å.